310
Properties=species:S:1:pos:R:3 method="wB97M-V/def2-TZVPD" homo_ev=-16.0 charge=+6 homo_lumo_gap_ev=7.240 relative_energy_kcal_mol=0.0
C 12.29151 -1.72998 -1.11075
O 11.14655 -2.37877 -1.61275
C 10.82130 -3.72848 -1.17071
C 9.66925 -4.13386 -2.14488
N 8.56976 -3.08041 -1.96264
H 8.24997 -3.09006 -0.97369
H 9.06697 -2.19895 -2.10576
C 7.37864 -3.16471 -2.78575
C 6.66501 -1.85549 -3.03668
O 5.31974 -2.23803 -3.46297
C 4.72402 -1.29937 -4.31472
H 12.15825 -1.52759 -0.03329
H 12.20559 -0.78699 -1.62252
H 13.20166 -2.32453 -1.30070
H 10.55645 -3.76183 -0.08350
H 11.64916 -4.44373 -1.24322
H 9.19074 -5.11503 -1.98141
H 10.07073 -3.96934 -3.14159
H 6.71282 -3.85257 -2.29348
H 7.69566 -3.65143 -3.70780
H 7.13459 -1.24874 -3.80513
H 6.57141 -1.26899 -2.15157
H 3.65516 -1.54785 -4.35155
H 5.17635 -1.41956 -5.31275
H 4.90370 -0.31026 -3.89911
C 4.43987 4.76687 4.35330
O 4.58347 3.41001 3.85657
C 4.49385 3.33186 2.44694
C 4.43861 1.84799 2.16220
N 3.36340 1.18307 2.98272
H 3.44324 0.16703 3.00556
H 3.54418 1.55898 3.94189
C 2.00783 1.59358 2.65748
C 1.39228 2.51117 3.67825
O 1.74532 1.88476 4.89950
C 1.36647 2.55492 6.12305
H 5.03992 5.32500 3.62150
H 4.81463 4.78640 5.37888
H 3.34754 5.03291 4.40846
H 5.42363 3.71792 2.05457
H 3.68627 3.94673 1.99072
H 5.37176 1.41769 2.57665
H 4.22941 1.72023 1.09375
H 1.50851 0.62110 2.67995
H 1.98930 2.03830 1.66098
H 0.31351 2.51093 3.52530
H 1.74789 3.53161 3.58746
H 1.60475 1.84796 6.92200
H 0.28552 2.68870 6.07357
H 1.88158 3.51780 6.24748
C -6.51698 1.49020 1.73432
O -6.58600 0.09080 1.49990
C -5.74587 -0.34182 0.41260
C -6.03795 -1.77273 -0.04482
N -7.08223 -1.66124 -1.10388
H -6.44459 -0.77219 -2.79696
H -7.26087 -2.59550 -1.46870
C -8.39903 -1.21835 -0.41203
C -9.62235 -1.86568 -1.00273
O -9.53462 -3.22788 -0.73971
C -10.70964 -3.96738 -1.10733
H -6.66082 2.04730 0.83559
H -5.51725 1.73804 2.17220
H -7.30473 1.69703 2.47989
H -4.66346 -0.26705 0.66862
H -5.82524 0.35280 -0.45222
H -6.50520 -2.30620 0.79919
H -5.08421 -2.26802 -0.22453
H -8.58259 -0.11129 -0.38747
H -8.37150 -1.70940 0.60168
H -9.47822 -1.70136 -2.10104
H -10.56154 -1.40096 -0.71837
H -11.49656 -3.68371 -0.43858
H -10.44360 -5.01634 -0.93510
H -10.99022 -3.77939 -2.14106
C -2.17259 3.79852 -8.11893
O -2.03283 3.71392 -6.69196
C -3.07262 4.36647 -6.01144
C -2.73922 4.55259 -4.57804
N -1.46523 5.29582 -4.38134
H -0.65271 4.76120 -4.78272
H -1.58792 6.17781 -4.92042
C -1.19731 5.71794 -2.93508
C -2.34462 6.37788 -2.25946
O -3.16832 5.29464 -1.77328
C -4.27225 5.86336 -1.09425
H -2.46396 4.80143 -8.43766
H -2.90679 3.13370 -8.53631
H -1.21854 3.63092 -8.55349
H -4.01970 3.82638 -6.04805
H -3.29038 5.39517 -6.42131
H -2.62372 3.59953 -4.12414
H -3.48067 5.15108 -4.08300
H -0.38275 6.45141 -2.98247
H -0.90345 4.83296 -2.38474
H -2.89168 7.08723 -2.95007
H -1.93275 6.94047 -1.40559
H -4.95886 5.07149 -0.78320
H -4.80807 6.50302 -1.80991
H -3.99516 6.37987 -0.15994
C 2.85974 1.53732 -7.86170
O 1.70099 0.95265 -7.18434
C 0.55861 1.10402 -7.96574
C -0.65993 0.83603 -7.03213
N -0.30222 -0.23338 -6.08081
H -0.00661 -1.04774 -6.61867
H 0.40788 0.17931 -5.49741
C -1.33981 -0.73314 -5.01400
C -1.14615 -2.20276 -4.65643
O 0.25499 -2.38030 -4.36379
C 0.60253 -3.75329 -4.04620
H 2.92145 1.16747 -8.87683
H 3.79439 1.28339 -7.33670
H 2.75893 2.60829 -7.86477
H 0.63669 0.46548 -8.89407
H 0.38005 2.09658 -8.43980
H -1.51321 0.52820 -7.60122
H -0.89631 1.73171 -6.49879
H -2.31440 -0.47979 -5.39424
H -1.13477 -0.16923 -4.09630
H -1.41446 -2.82547 -5.50433
H -1.76335 -2.43521 -3.76120
H 1.66748 -3.75967 -4.15508
H 0.04160 -4.42329 -4.71830
H 0.28583 -3.98432 -3.02375
C 2.59070 -1.00259 -0.35731
O 1.56249 0.04004 -0.37387
C 0.53023 -0.36381 -1.38060
C -0.77573 0.26669 -0.96963
N -0.61249 1.72335 -0.73373
H 0.15351 1.75788 -0.03002
H -0.31273 2.15350 -1.60330
C -1.79200 2.52629 -0.37564
C -2.67528 1.75250 0.54174
O -1.79587 1.29524 1.58374
C -2.27333 0.32289 2.46278
H 3.25099 -0.75765 0.46179
H 3.09317 -0.89572 -1.26758
H 2.08338 -1.94002 -0.34215
H 0.42532 -1.43925 -1.32523
H 0.86209 -0.14050 -2.36948
H -1.02070 -0.21498 -0.01146
H -1.54747 0.12318 -1.71519
H -2.36835 2.82890 -1.24884
H -1.38765 3.40849 0.15349
H -3.09972 0.86516 0.08695
H -3.51995 2.36919 0.83446
H -2.98687 0.70805 3.20361
H -1.35149 0.11993 2.98337
H -2.79722 -0.52557 1.95642
C 2.80751 -7.53494 -3.80427
O 1.75431 -7.69982 -2.83711
C 1.33881 -9.01422 -2.55126
C 0.29863 -9.06548 -1.41022
N -0.71643 -7.93250 -1.59847
H -0.11534 -7.15524 -1.91600
H -1.34536 -8.12433 -2.39220
C -1.67328 -7.44620 -0.49424
C -0.83464 -7.15225 0.76319
O 0.27910 -6.49816 0.25320
C 1.12010 -5.98561 1.30327
H 2.92046 -6.45409 -3.88388
H 2.55339 -7.95904 -4.74236
H 3.76629 -7.97464 -3.46270
H 2.22609 -9.59469 -2.26543
H 0.90182 -9.44403 -3.48092
H 0.86332 -8.90129 -0.48079
H -0.25092 -10.02149 -1.36667
H -2.44806 -8.20650 -0.40812
H -2.06562 -6.55969 -0.97134
H -0.55456 -8.11966 1.25452
H -1.43242 -6.56582 1.49034
H 0.52750 -5.48381 2.09431
H 1.66712 -5.27594 0.70255
H 1.77805 -6.70522 1.77941
C 8.48378 -2.47133 7.00483
O 7.82591 -2.20846 5.71634
C 8.17227 -0.98876 5.04761
C 7.13822 -0.79813 3.89652
N 6.21965 -1.97656 3.73159
H 6.05970 -2.27837 4.69720
H 4.70285 -1.72552 3.21613
C 6.85777 -3.16021 3.10055
C 7.66858 -3.03641 1.79421
O 6.97883 -2.76543 0.54813
C 5.60702 -3.11559 0.46911
H 7.78335 -3.06387 7.55340
H 8.72542 -1.53496 7.50522
H 9.43683 -2.90076 6.71979
H 9.17185 -1.23486 4.61255
H 8.27571 -0.15284 5.72376
H 7.59257 -0.67675 2.87463
H 6.56694 0.12780 4.08852
H 6.16839 -4.00546 3.10046
H 7.67596 -3.47611 3.74477
H 8.15796 -3.99017 1.62188
H 8.40852 -2.26094 1.90368
H 5.48021 -4.18910 0.36231
H 5.28569 -2.63121 -0.45165
H 5.04334 -2.69950 1.27079
C 3.49660 6.97909 -4.64687
C 3.87918 6.80800 -3.19605
N 4.44577 5.38067 -2.87536
C 5.45250 4.78647 -3.64465
C 5.48158 3.47541 -3.35357
N 4.46800 3.23477 -2.46092
C 3.83957 4.38064 -2.25195
C 4.15258 1.82786 -2.01357
H 2.98204 6.14286 -5.13629
H 4.35142 7.28550 -5.29097
H 2.75167 7.74266 -4.79303
H 2.99782 6.86266 -2.54184
H 4.71475 7.41067 -2.83286
H 6.05817 5.35539 -4.30227
H 6.11511 2.64826 -3.64069
H 2.96177 4.44680 -1.62749
H 5.15981 1.39062 -1.84188
H 3.60526 1.33240 -2.81251
H 3.49440 1.81603 -1.15336
C -10.05733 -5.01573 6.43499
C -8.62468 -4.62511 6.70144
N -8.50916 -3.15400 6.63011
C -8.27934 -2.31298 7.71772
C -8.28816 -1.03935 7.28398
N -8.44413 -1.11298 5.95634
C -8.57713 -2.38148 5.57779
C -8.51001 0.05222 5.08076
H -10.29273 -4.91810 5.37350
H -10.71032 -4.39670 7.04578
H -10.15918 -6.07702 6.68142
H -7.89973 -5.00184 5.99057
H -8.38339 -4.87538 7.69568
H -8.18614 -2.78826 8.67501
H -8.08009 -0.11678 7.83306
H -8.60573 -2.61804 4.51961
H -7.52356 0.55526 4.88990
H -9.26699 0.73864 5.46581
H -8.82757 -0.24375 4.07362
C 1.52838 7.98185 5.04275
C 0.68085 7.44879 3.90224
N -0.64744 6.89532 4.45686
C -1.00857 5.59345 4.16774
C -2.22523 5.40764 4.74808
N -2.56905 6.54726 5.37656
C -1.57113 7.43685 5.20293
C -3.76162 6.77010 6.19187
H 1.20706 8.95190 5.40221
H 2.59173 8.02371 4.79808
H 1.41662 7.29029 5.85424
H 1.02394 6.57152 3.36324
H 0.38349 8.11753 3.08349
H -0.37780 5.00955 3.47984
H -2.87063 4.57247 4.71026
H -1.60641 8.45874 5.53987
H -3.72223 7.74434 6.72404
H -3.82662 5.98172 6.92144
H -4.67242 6.81030 5.63649
N 1.04277 4.30937 0.34895
O 2.07413 3.70490 0.01039
O 0.54932 5.12888 -0.41272
O 0.53289 4.10967 1.42270
N 0.67047 2.46613 -4.11586
O 1.07783 3.44202 -4.70015
O 1.26209 1.38772 -4.23361
O -0.34408 2.56627 -3.39516
C 2.82183 -2.34177 3.37026
O 2.08649 -1.56052 4.27181
O 3.83224 -1.49525 2.91467
C 3.26318 -3.67587 4.07290
F 3.97255 -3.40926 5.17099
F 2.20061 -4.38661 4.41664
F 3.96694 -4.49968 3.24889
C 0.68054 -1.72954 4.16176
C -0.00343 -0.92717 5.20077
H -1.07924 -1.10675 5.25118
H 0.37505 -1.25814 6.22106
H 0.30690 0.11424 5.08335
H 0.44426 -2.75106 4.42078
H 0.39530 -1.43999 3.08689
H 2.18690 -2.67761 2.50471
C -2.13556 -3.91602 0.87016
O -2.89334 -2.83950 1.56493
O -2.79164 -4.85779 0.21057
C -1.30977 -3.10069 -0.03224
F -0.45234 -3.91322 -0.81024
F -1.92009 -2.39371 -0.95475
F -0.43654 -2.33675 0.74859
C -3.90370 -3.37218 2.40852
C -4.30866 -2.25177 3.40485
H -3.41876 -1.66214 3.66611
H -5.07918 -1.58847 2.96770
H -4.67507 -2.74695 4.26865
H -3.45517 -4.22648 2.91373
H -4.76540 -3.73199 1.84964
H -1.48206 -4.40069 1.74501
C -5.79355 1.02943 -3.22669
O -6.26254 1.81618 -4.26942
O -5.83193 -0.26163 -3.33863
C -4.33646 1.39154 -2.96576
F -3.77887 0.57518 -2.09929
F -3.53115 1.31192 -4.03496
F -4.16646 2.68011 -2.49447
C -7.72010 2.02858 -4.15955
C -8.15768 3.15431 -5.08209
H -7.48407 3.99071 -4.96483
H -8.12813 2.74719 -6.09289
H -9.17919 3.41015 -4.84696
H -7.86765 2.48379 -3.15752
H -8.35623 1.18677 -4.30572
H -6.15838 1.41802 -2.24418